(1)
{
  "formula": "C2H2F2O3",
  "method": "ωB97M-V/def2-TZVPD",
  "smiles": "O=C(F)C(O)(O)F",
  "orbital_gap_ev": 12.13,
  "homo_ev": -11.82,
  "charge": 0,
  "species": ["O", "C", "F", "C", "O", "O", "F", "H", "H"],
  "xyz": [[-1.9594, 2.7552, -0.7297], [-1.9373, 1.7802, -0.0865], [-3.0202, 1.3050, 0.6438], [-0.9881, 0.5117, 0.0045], [-1.2311, -0.2350, 1.0867], [0.3287, 0.7858, -0.0991], [-1.3487, -0.2431, -1.1470], [-0.2785, -0.6415, 1.3684], [0.7861, 0.2409, -0.7391]]
}

=====

(2)
{
  "formula": "C2H2F2S",
  "method": "ωB97M-V/def2-TZVPD",
  "orbital_gap_ev": [7.44, 7.42],
  "homo_ev": [-9.77, -9.78],
  "charge": 0,
  "species": ["C", "C", "F", "F", "S", "H", "H"],
  "xyz": [[-1.2680, 0.2800, -0.1263], [-0.0631, -0.3216, 0.0900], [-2.3914, -0.2960, 0.1315], [-0.2023, -1.5339, 0.7109], [2.5139, -0.2795, 0.0880], [-1.4710, 1.2360, -0.4481], [2.8818, 0.9150, -0.4461]]
}

=====

(3)
{
  "formula": "C2H2F2S2",
  "method": "ωB97M-V/def2-TZVPD",
  "smiles": "FC(F)C(=S)S",
  "orbital_gap_ev": 8.30,
  "homo_ev": -9.24,
  "charge": 0,
  "species": ["F", "C", "F", "C", "S", "S", "H", "H"],
  "xyz": [[1.6730, 0.4429, -0.5526], [0.8798, -0.5434, -0.2557], [1.3070, -1.0616, 0.9007], [-0.4971, 0.0036, -0.0453], [-1.8425, -0.9522, -0.0936], [-0.5839, 1.7050, 0.2224], [0.8299, -1.2837, -0.9961], [-1.7662, 1.6895, 0.8204]]
}

=====

(4)
{
  "formula": "C2H2F3NO2",
  "method": "ωB97M-V/def2-TZVPD",
  "orbital_gap_ev": 11.43,
  "homo_ev": -11.86,
  "charge": 0,
  "species": ["C", "C", "N", "O", "O", "F", "F", "F", "H", "H"],
  "xyz": [[-0.5150, -0.3367, 0.2045], [0.5934, 0.3804, -0.5676], [-1.8650, 0.2966, 0.0048], [-2.4450, -0.0484, -0.9873], [-2.2203, 1.0889, 0.8286], [-0.5720, -1.6326, -0.1141], [1.7931, 0.0603, -0.0485], [0.4513, 1.7126, -0.4477], [-0.1977, -0.2099, 1.7063], [0.5908, 0.1118, -1.6384]]
}

=====

(5)
{
  "formula": "C2H2F3NS2",
  "method": "ωB97M-V/def2-TZVPD",
  "orbital_gap_ev": 8.85,
  "homo_ev": -8.83,
  "charge": 0,
  "species": ["C", "C", "N", "F", "F", "F", "S", "S", "H", "H"],
  "xyz": [[0.9610, -0.9099, 0.5238], [-1.5842, 0.5122, -0.5286], [1.5397, 0.2303, 0.4494], [-2.9245, 0.1734, -0.6452], [-1.1600, 0.8517, -1.7392], [-1.4943, 1.5880, 0.2271], [1.7430, -2.3825, 0.7470], [-0.7064, -1.2241, 0.2773], [2.5666, 0.0432, 0.1747], [1.0592, 1.1177, 0.5137]]
}

=====

(6)
{
  "formula": "C2H2F3NS2",
  "method": "ωB97M-V/def2-TZVPD",
  "smiles": "N=C1SS1.FC(F)F",
  "orbital_gap_ev": 8.32,
  "homo_ev": -8.96,
  "charge": 0,
  "species": ["N", "C", "S", "S", "H", "F", "C", "F", "F", "H"],
  "xyz": [[1.2397, -2.8255, -0.5041], [0.2590, -2.5204, 0.1839], [-0.6049, -2.7275, 1.7223], [-1.2316, -1.6287, -0.0151], [1.9264, -3.3754, -0.0928], [0.1750, 2.4806, 0.9934], [-0.2397, 2.6295, -0.2618], [-1.1937, 1.6422, -0.5341], [-0.8229, 3.8051, -0.4047], [0.4929, 2.5201, -1.0870]]
}

=====

(7)
{
  "formula": "C2H2F3P",
  "method": "ωB97M-V/def2-TZVPD",
  "orbital_gap_ev": [7.38, 7.37],
  "homo_ev": [-9.12, -9.15],
  "charge": 0,
  "species": ["C", "C", "F", "F", "F", "P", "H", "H"],
  "xyz": [[-0.6716, -0.7334, -0.2872], [-1.3365, 0.3690, 0.0146], [-1.2084, -1.9473, -0.1674], [-2.5793, 0.4506, 0.4566], [-0.7911, 1.5704, -0.0939], [2.7986, 0.7168, -0.2194], [0.3483, -0.7066, -0.6464], [3.4399, 0.2804, 0.9432]]
}

=====

(8)
{
  "formula": "C2H2F5N",
  "method": "ωB97M-V/def2-TZVPD",
  "orbital_gap_ev": 10.98,
  "homo_ev": -10.45,
  "charge": 0,
  "species": ["C", "C", "N", "F", "F", "F", "F", "F", "H", "H"],
  "xyz": [[0.2338, -0.0261, 1.3618], [-0.4678, -0.1768, -1.4610], [0.5991, 0.2821, 0.0482], [-0.1916, 1.0786, 2.0565], [1.1850, -0.5953, 2.1089], [-1.1483, 0.9153, -1.7308], [-1.2849, -1.1463, -1.1195], [0.4115, -0.4166, -2.4499], [-0.7508, -0.6799, 1.3888], [1.4138, 0.7651, -0.2030]]
}

=====

(9)
{
  "formula": "C2H2FHgO",
  "method": "ωB97M-V/def2-TZVPD",
  "spin_multiplicity": 2,
  "orbital_gap_ev": [9.09, 5.80],
  "homo_ev": [-8.35, -7.90],
  "charge": 0,
  "species": ["C", "C", "O", "H", "F", "H", "Hg"],
  "xyz": [[0.2504, 0.2945, 1.0421], [0.3979, -1.0620, 0.6717], [1.1337, -0.1334, -0.2241], [0.7125, 0.8594, 1.8533], [-0.8631, 0.9613, 0.5129], [1.0963, -1.6040, 1.3292], [-0.4780, -0.6502, -1.6661]]
}

=====

(10)
{
  "formula": "C2H2FHgO2",
  "method": "ωB97M-V/def2-TZVPD",
  "spin_multiplicity": 3,
  "orbital_gap_ev": [6.56, 7.85],
  "homo_ev": [-2.24, -4.55],
  "charge": -1,
  "species": ["O", "H", "C", "C", "O", "H", "F", "Hg"],
  "xyz": [[-1.7372, -1.6120, 1.9630], [-2.5438, -2.1090, 1.8327], [1.4832, 0.8370, -0.8112], [2.2471, 0.8271, 0.4035], [0.2482, 0.6134, -0.8988], [2.0410, 1.1507, -1.7152], [1.2864, 0.7456, 1.4523], [-0.8822, 0.0502, 1.0111]]
}

=====

(11)
{
  "formula": "C2H2FIO",
  "method": "ωB97M-V/def2-TZVPD",
  "smiles": "O=C=CF.I",
  "orbital_gap_ev": 9.27,
  "homo_ev": -9.46,
  "charge": 0,
  "species": ["O", "C", "C", "F", "H", "I", "H"],
  "xyz": [[1.7014, -1.6337, -1.3363], [1.7402, -0.8102, -0.4934], [1.8276, 0.3066, 0.1649], [2.5414, 0.5425, 1.2835], [1.1301, 1.0795, -0.0093], [-3.7942, 0.0816, -0.2553], [-5.1464, 0.4337, 0.6459]]
}

=====

(12)
{
  "formula": "C2H2FIS",
  "method": "ωB97M-V/def2-TZVPD",
  "smiles": "C=C(F)SI",
  "orbital_gap_ev": 7.92,
  "homo_ev": -9.23,
  "charge": 0,
  "species": ["C", "C", "F", "S", "I", "H", "H"],
  "xyz": [[-0.7598, 0.9015, -0.2530], [-0.2607, -0.1181, 0.4275], [-0.2637, -0.1181, 1.7674], [0.2531, -1.6739, -0.3039], [2.6889, -1.7387, -0.5262], [-0.6785, 0.9012, -1.3270], [-0.9794, 1.8460, 0.2152]]
}

=====

(13)
{
  "formula": "C2H2FLiMgO",
  "method": "ωB97M-V/def2-TZVPD",
  "spin_multiplicity": 2,
  "orbital_gap_ev": [6.25, 8.32],
  "homo_ev": [-10.68, -13.11],
  "charge": 1,
  "species": ["H", "C", "C", "O", "Li", "Mg", "F", "H"],
  "xyz": [[1.3995, 0.0320, -1.4882], [0.8479, 0.7498, 0.4538], [0.9670, -0.2068, -0.4656], [-0.0857, -0.9333, -0.8626], [0.4122, -2.6880, -1.3659], [-1.8125, -0.5194, 0.0970], [-0.4391, 0.9556, 0.9585], [1.6240, 1.2547, 1.0173]]
}

=====

(14)
{
  "formula": "C2H2FLiMgO2",
  "method": "ωB97M-V/def2-TZVPD",
  "orbital_gap_ev": 6.98,
  "homo_ev": -7.71,
  "charge": 0,
  "species": ["F", "C", "C", "H", "H", "O", "O", "Li", "Mg"],
  "xyz": [[-2.0869, -0.7285, 0.5684], [-1.2050, 0.2910, 0.1656], [-1.8534, 1.3871, -0.3007], [-1.3045, 2.0952, -0.9264], [-2.9366, 1.5150, -0.1795], [1.4391, -0.7870, 1.0943], [2.3240, 0.4407, 1.2228], [2.7096, -0.5573, -0.2492], [0.4481, 0.8635, 1.4558]]
}

=====

(15)
{
  "formula": "C2H2FLiO2Rb",
  "method": "ωB97M-V/def2-TZVPD",
  "spin_multiplicity": 2,
  "orbital_gap_ev": [5.69, 6.21],
  "homo_ev": [-6.98, -7.57],
  "charge": 0,
  "species": ["H", "O", "C", "C", "O", "H", "Li", "Rb", "F"],
  "xyz": [[-1.1545, -0.6510, -0.6252], [0.7399, -0.4446, 0.1792], [-0.2893, 0.0269, -0.3817], [-0.3575, 1.3262, -0.9461], [0.5897, 2.1751, -0.8768], [-1.2860, 1.5925, -1.4825], [2.2150, 2.5170, -0.2565], [1.1039, -3.1349, 2.0916], [-1.5613, -3.4073, 2.2980]]
}

=====

(16)
{
  "formula": "C2H2FN3",
  "method": "ωB97M-V/def2-TZVPD",
  "smiles": "[H]/N=C(/C#N)NF",
  "orbital_gap_ev": 9.91,
  "homo_ev": -10.55,
  "charge": 0,
  "species": ["H", "N", "C", "C", "N", "N", "F", "H"],
  "xyz": [[-0.4789, 1.8512, 0.9362], [-0.2447, 0.9921, 1.3848], [-0.0868, -0.1815, 0.9603], [0.1356, -1.3868, 1.6271], [0.5673, -2.3327, 2.1176], [-0.2398, -0.7015, -0.6720], [0.1269, 0.3559, -1.5669], [0.6238, -1.4123, -0.7789]]
}

=====

(17)
{
  "formula": "C2H2FNO2",
  "method": "ωB97M-V/def2-TZVPD",
  "smiles": "N#C[C@@H](O)OF",
  "orbital_gap_ev": 11.39,
  "homo_ev": -12.03,
  "charge": 0,
  "species": ["N", "C", "C", "O", "O", "F", "H", "H"],
  "xyz": [[-1.9505, -1.5768, 0.7065], [-1.1207, -0.8610, 0.3397], [-0.0724, 0.0566, -0.1182], [0.2340, 1.0242, 0.8842], [1.0276, -0.8045, -0.2983], [2.1837, -0.4651, -1.1037], [-0.3414, 0.6827, -1.0617], [0.0397, 1.9438, 0.6517]]
}

=====

(18)
{
  "formula": "C2H2FNO2",
  "method": "ωB97M-V/def2-TZVPD",
  "smiles": "O=C=O.C=NF",
  "orbital_gap_ev": 12.16,
  "homo_ev": -11.49,
  "charge": 0,
  "species": ["O", "C", "O", "C", "N", "F", "H", "H"],
  "xyz": [[-2.1389, 1.3175, 0.8302], [-1.9912, 0.6287, -0.0858], [-1.8480, -0.0607, -0.9961], [1.3857, 0.0037, 0.2404], [0.3102, -0.6687, 0.2281], [0.2646, -1.7230, -0.7227], [2.2802, -0.2402, -0.3696], [1.7375, 0.7427, 0.8755]]
}

=====

(19)
{
  "formula": "C2H2FNa",
  "method": "ωB97M-V/def2-TZVPD",
  "orbital_gap_ev": 6.65,
  "homo_ev": -7.69,
  "charge": 0,
  "species": ["C", "H", "H", "C", "F", "Na"],
  "xyz": [[-1.0036, 0.0943, -0.0891], [-1.2992, 1.1472, -0.0267], [-1.7729, -0.6576, 0.1020], [0.2567, -0.3203, -0.2166], [1.2038, 0.8421, -0.0047], [2.6153, -1.1056, 0.2351]]
}

=====

(20)
{
  "formula": "C2H2FO3Rb",
  "method": "ωB97M-V/def2-TZVPD",
  "spin_multiplicity": 2,
  "orbital_gap_ev": [6.81, 11.56],
  "homo_ev": [-10.82, -15.57],
  "charge": 1,
  "species": ["H", "O", "Rb", "O", "C", "O", "C", "F", "H"],
  "xyz": [[-1.5909, -1.8300, 0.3949], [-0.8080, -1.9801, 0.9457], [3.2053, 1.2323, 0.4125], [1.2384, -1.1266, 0.9703], [0.0428, -0.9991, 0.9011], [-0.2652, 0.7247, 0.2854], [-0.5123, 1.3104, -0.8273], [-1.4363, 0.7592, -1.5965], [0.1263, 1.9092, -1.4862]]
}

=====

Calculated values (eV) of ΔE to the lowest compared entry with this formula, charge and spin for the records, taken in order: 1.009; 4.010; 0.268; 5.297; 0.620; 1.006; 3.172; 1.813; 0.336; 1.653; 1.336; 0.000; 0.684; 1.274; 0.000; 3.658; 5.337; 2.428; 0.207; 1.829.